1.
# C7H7NSSi

An isolated molecule of C7H7NSSi at a distorted geometry (ωB97M-V with the def2-TZVPD basis set, OMol25).

```
! RIJCOSX wB97M-V def2-TZVPD def2/J DEFGRID3
* xyz 0 1
S -1.285 -1.629 -0.816
Si -3.009 -0.141 0.524
N -3.874 2.407 -0.887
C 1.476 1.131 0.088
C 2.592 -1.004 0.111
C 0.247 -0.798 -0.471
C 2.670 0.369 0.166
C -3.552 1.411 -0.412
C 0.287 0.545 -0.240
C 1.350 -1.571 -0.204
H -1.989 0.351 1.511
H -0.644 1.075 -0.535
H -4.212 -0.837 0.782
H 1.567 2.234 0.259
H 3.684 0.841 0.518
H 1.331 -2.623 -0.399
H 3.360 -1.760 0.006
*
```

SMILES = N#C[SiH2]Sc1ccccc1
ΔE to the lowest compared entry with this formula, charge and spin = 0.0 kcal/mol
E_HOMO = -8.56 eV


2.
# C7H7NSSi

A cluster of 2 separate species, C7H7NSSi in total at a distorted geometry (ωB97M-V with the def2-TZVPD basis set, OMol25).

```
! RIJCOSX wB97M-V def2-TZVPD def2/J DEFGRID3
* xyz 0 1
S -1.448 1.614 0.189
Si -0.544 2.980 -1.124
N -0.735 0.327 -2.714
C 0.543 -1.339 2.153
C -0.421 -0.454 1.844
C 1.814 -0.850 0.163
C -0.233 0.382 0.725
C 1.603 -1.605 1.303
C 0.881 0.137 -0.129
C -1.856 0.240 -2.950
H -1.891 3.358 -1.834
H 0.372 -2.055 2.973
H 1.069 0.671 -0.988
H -1.248 -0.393 2.543
H 2.653 -0.846 -0.441
H 2.297 -2.343 1.527
H -2.855 0.177 -3.240
*
```

ΔE to the lowest compared entry with this formula, charge and spin = 14.1 kcal/mol
E_HOMO = -8.16 eV


3.
# C7H7O5PtS

A structure of composition C7H7O5PtS at a distorted geometry (ωB97M-V with the def2-TZVPD basis set, OMol25).

```
! RIJCOSX wB97M-V def2-TZVPD def2/J DEFGRID3
* xyz 1 3
Pt 0.955 -1.102 -1.399
S -1.421 0.324 0.851
O 2.376 3.408 -0.311
O 3.642 -1.181 -3.012
O 2.762 -3.190 1.220
O -0.991 -3.337 -1.813
O -0.269 0.815 -3.404
C -0.666 1.266 2.167
C -0.329 -2.382 -1.569
C -3.092 0.356 1.468
C 2.635 -0.906 -2.276
C 2.389 2.389 -0.913
C 0.206 0.336 -2.438
C 2.254 -2.643 0.331
H 0.307 0.814 2.424
H -3.674 -0.295 0.805
H 1.200 0.436 -0.670
H -0.298 2.187 1.676
H -3.469 1.381 1.333
H -3.158 -0.057 2.488
H -1.359 1.378 3.042
*
```

ΔE to the lowest compared entry with this formula, charge and spin = 17.9 kcal/mol
Expectation value of S² = 2.0138
E_HOMO (alpha / beta) = -11.93 / -11.85 eV


4.
# C7H7O6Pb

A structure of composition C7H7O6Pb at a distorted geometry (ωB97M-V with the def2-TZVPD basis set, OMol25).

```
! RIJCOSX wB97M-V def2-TZVPD def2/J DEFGRID3
* xyz 1 1
Pb -0.010 0.683 -0.007
O -2.459 2.360 0.554
O 1.097 1.494 2.689
O 2.778 -0.218 -0.804
O -0.855 -1.191 0.552
O -0.777 0.650 -2.939
O -1.025 6.328 -0.599
C -1.241 5.215 -0.351
C -0.357 -2.250 -0.284
C -1.601 1.726 0.363
C 0.689 1.167 1.738
C 1.776 0.071 -0.511
C -0.519 0.627 -1.889
C 0.727 -3.040 0.427
H -0.603 -1.287 1.465
H 1.613 -2.421 0.632
H 0.345 -3.460 1.370
H -1.232 -2.869 -0.479
H 0.011 -1.879 -1.250
H 1.024 -3.877 -0.233
H 0.619 2.169 -0.442
*
```

ΔE to the lowest compared entry with this formula, charge and spin = 241.1 kcal/mol
E_HOMO (alpha / beta) = -9.30 / -9.30 eV


5.
# C7H7O6V

A structure of composition C7H7O6V at a distorted geometry (ωB97M-V with the def2-TZVPD basis set, OMol25).

```
! RIJCOSX wB97M-V def2-TZVPD def2/J DEFGRID3
* xyz 2 3
V 0.558 -0.270 -1.526
O -1.682 -2.420 -1.026
O -0.992 1.994 -2.875
O 1.826 2.511 -1.064
O 1.785 -1.194 -4.164
O -0.772 0.637 0.740
O 2.344 -1.491 0.675
C 1.693 -1.063 -0.193
C 0.002 0.213 3.047
C 1.324 -0.847 -3.144
C -0.855 -1.625 -1.206
C -1.012 0.887 -2.414
C 1.340 1.469 -1.244
C -0.912 -0.190 1.920
H 1.056 0.174 2.737
H -1.998 0.252 -2.414
H -1.971 -0.125 2.222
H -0.732 -1.208 1.582
H -0.647 1.554 1.054
H -0.227 1.223 3.411
H -0.127 -0.480 3.882
*
```

Expectation value of S² = 2.0263
E_HOMO (alpha / beta) = -18.44 / -18.08 eV


6.
# C7H8

An isolated molecule of C7H8 at a distorted geometry (ωB97M-V with the def2-TZVPD basis set, OMol25).

```
! RIJCOSX wB97M-V def2-TZVPD def2/J DEFGRID3
* xyz 0 1
C 0.058 -0.044 -1.430
C -0.714 0.855 0.438
C 0.621 1.483 0.021
C -0.311 -1.764 1.090
C 1.105 0.067 -0.352
C -0.154 -0.562 0.139
C -0.508 1.314 -0.964
H -1.546 1.128 1.093
H 1.217 2.365 0.240
H 0.003 -2.683 0.594
H 0.320 -0.221 -2.502
H -1.352 -1.899 1.426
H 2.063 -0.439 -0.373
H -1.100 2.089 -1.438
H 0.298 -1.691 2.020
*
```

SMILES = C[C@@]12[C@@H]3[C@H]4[C@@H]3[C@@H]1[C@H]42
ΔE to the lowest compared entry with this formula, charge and spin = 126.8 kcal/mol
E_HOMO = -8.44 eV


7.
# C7H8

An isolated molecule of C7H8 at a distorted geometry (ωB97M-V with the def2-TZVPD basis set, OMol25).

```
! RIJCOSX wB97M-V def2-TZVPD def2/J DEFGRID3
* xyz 0 1
C -0.166 0.056 0.611
C -0.373 -1.406 -0.113
C -2.754 -0.098 0.650
C 0.491 1.230 -0.177
C 3.067 0.694 -0.593
C 1.908 0.969 -0.424
C -1.615 0.270 0.802
H 4.087 0.429 -0.755
H -1.018 -1.144 -0.952
H 0.339 0.018 1.591
H -0.039 1.388 -1.122
H 0.407 2.192 0.361
H 0.328 -2.163 -0.511
H -3.720 -0.515 0.479
H -0.954 -1.938 0.643
*
```

SMILES = C#CC[C@H](C)C#C
ΔE to the lowest compared entry with this formula, charge and spin = 112.7 kcal/mol
E_HOMO = -9.92 eV


8.
# C7H8

An isolated molecule of C7H8 at a distorted geometry (ωB97M-V with the def2-TZVPD basis set, OMol25).

```
! RIJCOSX wB97M-V def2-TZVPD def2/J DEFGRID3
* xyz 0 1
C -0.766 -0.267 -0.322
C -1.852 -0.070 -1.257
C -0.513 0.737 -1.399
C 1.351 0.144 2.478
C 1.206 -0.679 1.186
C 0.135 -0.695 0.476
C -0.943 -0.167 -2.469
H -0.405 -1.099 -2.614
H 1.656 1.219 2.461
H 0.348 0.098 3.025
H 1.871 -1.496 1.070
H 2.188 -0.181 3.144
H -1.166 0.418 -3.289
H -0.274 1.865 -1.396
H -2.837 0.171 -1.093
*
```

SMILES = CC=C=C1[C@H]2C[C@@H]12
ΔE to the lowest compared entry with this formula, charge and spin = 129.5 kcal/mol
E_HOMO = -8.46 eV


9.
# C7H8

An isolated molecule of C7H8 (ωB97M-V with the def2-TZVPD basis set, OMol25).

```
! RIJCOSX wB97M-V def2-TZVPD def2/J DEFGRID3
* xyz 0 1
C 1.402 0.326 0.552
C 0.065 -1.771 0.129
C -0.598 0.366 -1.066
C 0.302 -0.432 -0.135
C -1.710 2.478 0.137
C -1.218 1.532 -0.422
C 0.247 -2.932 0.708
H -0.936 -1.237 0.439
H 0.024 0.709 -1.904
H 2.191 -0.355 0.881
H 1.820 1.084 -0.122
H -1.369 -0.283 -1.497
H -2.152 3.315 0.633
H 1.019 0.861 1.429
H 0.914 -3.660 0.238
*
```

ΔE to the lowest compared entry with this formula, charge and spin = 167.4 kcal/mol
E_HOMO (alpha / beta) = -7.79 / -7.79 eV


10.
# C7H8

An isolated molecule of C7H8 (ωB97M-V with the def2-TZVPD basis set, OMol25).

```
! RIJCOSX wB97M-V def2-TZVPD def2/J DEFGRID3
* xyz 0 1
C 0.414 1.229 -0.452
C -1.014 0.177 1.322
C -1.011 -0.706 -1.054
C 1.084 2.135 -0.874
C 1.044 -0.836 0.332
C 2.139 -1.320 0.459
C -0.171 -0.037 0.051
H -1.871 0.824 1.103
H -1.867 -0.073 -1.313
H -0.405 -0.858 -1.950
H -0.419 0.641 2.112
H -1.390 -0.784 1.688
H 3.133 -1.699 0.546
H 1.727 2.903 -1.241
H -1.382 -1.677 -0.711
*
```

SMILES = C#CC(C)(C)C#C
ΔE to the lowest compared entry with this formula, charge and spin = 90.9 kcal/mol
E_HOMO = -9.71 eV


11.
# C7H8

An isolated molecule of C7H8 at a distorted geometry (ωB97M-V with the def2-TZVPD basis set, OMol25).

```
! RIJCOSX wB97M-V def2-TZVPD def2/J DEFGRID3
* xyz 0 1
C 0.303 -0.372 0.584
C -0.089 -1.552 1.410
C 1.765 0.015 -0.893
C 1.086 -1.159 -0.587
C -0.331 1.786 -0.893
C -0.486 -1.440 -0.083
C 0.716 0.944 -0.120
H 1.290 1.633 0.563
H -1.220 2.078 -0.290
H 1.621 -2.206 -0.603
H -0.859 -1.294 2.141
H -1.346 -1.445 -0.622
H -0.008 2.845 -1.182
H -0.629 1.373 -1.723
H 0.512 -2.420 1.738
*
```

ΔE to the lowest compared entry with this formula, charge and spin = 189.4 kcal/mol
E_HOMO = -8.09 eV


12.
# C7H8

An isolated molecule of C7H8 at a distorted geometry (ωB97M-V with the def2-TZVPD basis set, OMol25).

```
! RIJCOSX wB97M-V def2-TZVPD def2/J DEFGRID3
* xyz 0 1
C -0.986 -0.688 3.121
C -0.932 -0.521 1.726
C 0.647 -0.158 -0.255
C 0.214 -0.909 0.927
C 0.086 0.413 -1.326
C 0.888 1.034 -2.356
C -1.100 -1.114 4.231
H 0.997 0.270 -3.042
H 1.104 -1.335 1.538
H 0.546 1.887 -2.791
H -0.935 0.221 -1.511
H -1.871 -0.092 1.268
H -0.155 -1.762 0.228
H 1.932 1.274 -1.945
H -1.304 -1.626 5.108
*
```

ΔE to the lowest compared entry with this formula, charge and spin = 163.9 kcal/mol
E_HOMO (alpha / beta) = -7.84 / -8.28 eV


no.,M (u)
1,165.29
2,165.29
3,398.27
4,394.33
5,238.07
6,92.14
7,92.14
8,92.14
9,92.14
10,92.14
11,92.14
12,92.14